[1]
A molecular structure, C39H38AsN5ORuS2Si in a non-equilibrium geometry, computed with the ωB97M-V functional and the def2-TZVPD basis.

```
88
Properties=species:S:1:pos:R:3:forces:R:3:mulliken_spin:R:1
As 0.168 0.042 1.826 0.06 0.22 0.25 -0.011
H -4.880 2.023 3.803 0.00 0.01 -0.01 0.000
H 5.548 -4.089 -2.605 0.00 0.03 -0.01 0.000
H 2.218 2.747 -0.280 0.00 -0.05 0.02 -0.001
C -0.373 4.430 1.068 -0.10 0.00 0.01 -0.003
C -1.376 3.820 0.332 -0.11 0.13 -0.05 0.007
C 0.752 -2.007 3.771 -0.05 0.10 -0.06 0.000
C -0.739 -2.020 -2.997 -0.07 0.05 -0.02 -0.006
C 2.931 0.306 1.650 -0.10 -0.06 0.05 -0.004
H -6.930 4.390 -1.862 0.02 0.02 0.01 0.000
C 4.202 0.822 1.847 0.01 0.02 0.04 -0.001
H 5.048 0.381 1.337 -0.02 0.00 -0.02 -0.001
C 0.780 -4.357 3.262 0.00 0.04 -0.05 0.000
H -0.629 2.305 3.926 -0.01 0.03 0.00 0.000
H -4.729 0.202 2.136 0.01 0.01 -0.03 0.000
H -2.511 -0.537 1.320 -0.07 -0.01 0.00 0.002
H -3.900 2.278 0.296 -0.01 0.07 0.00 0.001
C 1.208 3.083 -0.085 0.11 0.03 -0.23 -0.014
H 3.767 -6.052 -0.564 0.00 0.00 -0.03 0.000
C 4.384 1.901 2.702 -0.02 0.03 -0.07 0.000
C 2.991 -5.643 -1.215 0.05 -0.08 -0.11 0.000
H 0.971 -5.377 3.569 -0.03 0.00 0.02 0.000
H -0.188 -2.551 0.556 0.04 -0.04 -0.02 -0.002
C 0.339 -1.747 2.469 0.01 -0.20 -0.16 0.000
N 0.250 2.498 -0.804 0.04 0.21 -0.01 -0.026
H 0.906 -1.191 4.468 0.06 -0.04 0.03 0.000
C 3.300 2.447 3.375 -0.01 -0.01 0.01 0.000
H 1.201 2.372 3.718 0.01 0.05 -0.02 0.000
S 2.444 -0.388 -1.694 -0.34 0.35 0.11 0.056
H 4.812 -2.551 -3.072 -0.03 0.00 0.02 0.000
H 4.396 -3.689 0.691 0.00 0.00 -0.04 0.001
H 1.289 -3.531 5.176 0.02 0.01 -0.01 0.000
C 4.607 -3.607 -2.882 0.19 0.00 0.04 -0.001
C -0.532 -3.376 -3.095 0.04 -0.11 -0.01 0.004
C -2.757 2.279 3.942 0.00 0.04 -0.01 0.000
C -3.846 3.438 -2.886 0.06 0.27 0.08 0.005
Ru 0.292 0.696 -1.821 0.76 -0.70 -1.43 0.998
C -3.829 0.673 2.509 -0.01 0.02 0.04 -0.001
N -1.441 1.562 -2.492 0.23 0.09 0.75 -0.006
H 3.444 3.278 4.053 0.00 -0.02 0.01 0.000
C 0.354 -4.094 1.967 -0.02 0.01 0.06 0.001
H -1.016 0.361 -6.516 -0.05 -0.01 -0.04 0.000
C -1.039 2.883 -0.633 -0.07 -0.12 0.23 0.052
N -2.040 1.291 -3.661 -0.61 -0.49 -0.02 -0.001
C -5.940 3.955 -1.821 -0.03 -0.04 -0.06 0.003
C -1.422 0.835 2.558 -0.14 -0.06 0.01 0.000
C -1.997 2.335 -1.614 -0.26 0.33 -0.10 -0.045
H -6.157 3.266 0.198 0.00 0.00 0.00 0.000
C -4.233 2.781 -0.605 0.05 -0.14 0.02 0.004
C -3.387 2.844 -1.710 0.07 0.13 -0.11 0.000
H -2.414 4.082 0.468 0.03 0.08 0.04 0.000
C -2.588 0.250 2.061 0.11 0.00 -0.04 -0.002
C -5.505 3.328 -0.664 -0.01 -0.05 0.05 -0.001
H 1.760 4.557 1.358 0.00 -0.04 0.01 0.000
H 2.779 -0.530 0.981 0.08 0.01 -0.03 0.007
H -1.297 -4.012 -3.517 -0.01 0.01 0.03 0.000
H -1.652 -1.548 -3.338 -0.03 0.03 0.12 0.002
H 5.372 2.322 2.839 0.00 -0.04 0.04 0.000
Si 3.333 -3.832 -1.547 -0.36 0.05 0.13 0.005
H 2.032 -5.785 -0.710 0.03 0.01 0.03 0.000
C -5.109 4.009 -2.932 0.03 -0.04 0.07 -0.001
C 0.970 -3.317 4.164 -0.01 -0.04 0.05 0.000
C 3.764 -3.030 0.090 0.19 0.06 0.00 0.007
C 0.676 -3.902 -2.635 0.03 0.14 -0.02 -0.001
C 0.944 4.081 0.834 0.05 -0.02 0.04 0.001
H 4.295 -2.086 -0.045 -0.02 -0.01 0.01 0.000
H -0.619 5.180 1.808 -0.03 0.01 -0.03 0.000
H -5.440 4.508 -3.833 -0.01 -0.04 -0.02 0.000
H 0.195 -4.908 1.271 0.02 0.01 -0.01 0.000
H 2.855 -2.834 0.664 0.00 -0.02 0.00 -0.003
H -2.820 3.068 4.679 -0.01 -0.01 0.00 0.000
H -2.629 0.681 -5.974 0.00 0.00 0.01 0.000
C 1.836 0.872 2.300 0.05 0.09 -0.05 0.002
H 2.985 -6.242 -2.128 -0.04 0.01 0.02 0.000
C 2.025 1.934 3.180 -0.02 -0.04 -0.03 -0.002
H 4.269 -4.056 -3.818 -0.03 0.00 0.02 0.000
S 0.541 0.917 -4.348 0.07 0.29 1.33 -0.043
C -3.913 1.695 3.446 0.02 -0.04 0.00 0.000
C 1.397 -1.714 -2.127 0.31 -0.19 -0.26 0.011
H 0.827 -4.975 -2.671 -0.01 0.01 -0.03 0.000
C 0.132 -2.784 1.566 -0.04 0.06 -0.04 0.002
C -1.178 0.912 -4.571 0.30 -0.10 -0.02 0.012
C -1.510 1.849 3.506 0.01 -0.08 -0.01 0.000
N 0.206 -1.223 -2.495 -0.15 -0.41 0.42 -0.028
C 1.693 -3.084 -2.151 -0.06 -0.16 0.01 0.006
H -3.195 3.498 -3.744 -0.01 -0.02 -0.02 0.001
N -1.661 0.503 -5.760 0.05 0.12 -0.05 -0.004
O -0.071 -0.100 0.183 -0.22 0.24 -0.85 0.016
```
Forces are in eV/Å.

Values from the calculation:
HOMO energy (spin up / spin down), hartree: -0.378 / -0.377
Kohn-Sham gap (spin up / spin down), eV: 7.350 / 6.973
2S+1: 2
Charge: +1
LUMO level (spin up / spin down), eV: -2.928 / -3.285



[2]
9 unconnected molecules or ions with the total composition C39H38BF4O23 in a non-equilibrium geometry, computed with the ωB97M-V functional and the def2-TZVPD basis.

```
105
Properties=species:S:1:pos:R:3:forces:R:3:mulliken_charge:R:1
C 17.536 -0.844 4.507 0.42 10.69 3.24 -1.304
C 15.633 9.231 2.501 -2.87 7.93 1.28 0.076
O 21.038 0.449 4.437 -3.23 1.52 -1.07 -0.459
C 10.836 5.873 8.588 -4.86 3.26 -2.84 1.265
H 15.275 6.081 6.229 -2.09 -1.66 -0.55 -0.073
C 8.850 0.395 2.387 1.94 -1.07 -5.97 0.205
B 13.208 4.177 5.632 -4.31 2.04 2.94 0.465
C 10.544 1.806 1.023 2.69 1.14 -3.73 0.347
C 10.618 2.770 2.129 -0.80 -0.49 5.47 0.791
C 17.789 7.986 6.738 -0.85 -3.07 -1.88 0.246
H 14.884 2.544 7.704 0.91 0.84 1.29 -0.067
H 15.307 1.339 5.413 -0.90 4.74 0.86 0.211
H 16.283 0.724 9.104 -0.85 -2.29 -2.61 0.314
O 16.563 7.195 2.291 0.26 -0.70 -0.35 -0.658
C 16.619 1.321 9.844 4.79 2.51 0.34 -1.064
O 7.963 -0.615 2.565 1.53 0.45 -0.77 -0.577
O 11.388 -2.175 3.878 -0.02 -1.33 1.04 -0.641
C 12.024 -3.343 7.412 -1.73 0.25 -6.46 -0.811
C 11.990 -1.035 7.338 -0.66 9.86 -8.29 0.306
H 11.054 5.120 10.346 0.59 0.74 4.05 0.487
O 12.483 0.161 7.910 -1.20 -1.30 -0.48 -0.376
C 8.791 1.385 3.406 0.85 4.22 0.56 1.272
O 16.738 9.857 1.899 -0.61 -2.67 0.85 -0.581
C 14.520 10.172 3.116 4.37 -10.26 -3.46 -1.013
O 11.281 2.047 -0.018 -2.92 -1.29 3.64 -0.617
H 12.164 1.038 7.583 0.12 -1.19 -0.43 0.296
C 15.854 2.595 9.753 -1.55 1.30 1.51 0.561
H 12.161 -4.276 7.847 0.25 -1.29 1.18 0.482
H 21.376 -0.353 4.048 -0.05 -0.92 -0.41 0.354
C 15.905 3.771 2.167 -3.00 -1.22 2.20 0.003
C 11.565 -1.038 5.848 1.99 1.03 6.33 -0.508
H 9.492 3.277 3.993 0.12 2.84 3.26 0.842
H 19.249 2.761 4.574 -0.24 -0.91 0.68 0.232
H 15.068 4.196 8.427 -0.77 -0.10 0.82 0.132
H 14.623 11.140 3.177 0.54 4.97 0.06 0.673
H 17.136 -1.683 4.555 -3.77 -7.51 -0.12 0.748
C 10.958 4.684 9.455 -2.77 1.68 -3.24 -1.516
H 15.244 4.428 2.910 1.10 -1.32 -1.88 -0.305
C 16.807 0.335 5.109 0.34 -4.16 -3.37 0.245
C 18.942 -0.792 4.195 0.80 -2.15 -3.20 0.471
O 8.090 1.243 4.392 -0.16 -0.69 0.23 -0.656
H 10.097 4.140 9.272 -2.32 -0.86 0.49 0.402
C 11.656 -3.472 5.930 2.09 3.20 5.50 0.266
C 19.493 6.935 5.198 1.93 5.56 2.52 0.040
C 11.476 -2.239 5.109 -0.10 0.78 -0.68 0.710
C 19.014 8.038 6.060 3.05 -5.25 -4.15 -1.063
C 17.407 5.796 5.310 -7.45 2.64 4.93 0.754
O 12.071 -2.188 9.438 0.42 1.67 -3.46 -0.576
C 12.076 -2.072 8.167 -0.76 -8.65 5.34 0.386
O 16.722 4.953 0.228 -2.06 -2.62 1.63 -0.623
H 16.689 5.060 4.905 0.47 0.34 0.48 -0.155
H 11.619 4.021 9.141 4.11 -2.43 -0.96 0.302
C 16.889 6.810 6.304 -1.50 -1.96 -2.36 0.189
H 16.861 3.850 2.583 1.69 -0.07 0.37 0.108
O 9.723 6.207 7.932 5.51 -2.27 3.04 -0.662
H 14.193 4.489 -0.891 0.57 0.89 -0.66 0.446
H 17.470 9.169 1.667 -2.13 1.05 0.72 0.375
H 16.356 3.512 7.737 0.76 -0.81 0.18 0.042
C 18.832 1.745 4.751 6.80 -3.80 -4.42 -0.373
C 14.348 4.224 0.128 4.69 -3.76 -1.05 -1.278
H 20.806 6.205 4.191 0.51 -2.76 -2.09 0.353
O 11.681 -4.586 5.339 0.14 -4.41 -2.59 -0.533
C 19.637 0.511 4.218 -0.27 4.43 5.20 0.207
C 15.825 4.274 0.788 -0.54 4.12 -3.15 0.594
C 15.547 7.798 2.601 0.23 -0.68 0.67 1.192
O 19.530 -1.760 3.598 -1.30 2.44 2.20 -0.641
C 11.857 6.966 8.742 -3.52 3.40 1.33 -1.020
F 12.249 3.490 6.439 0.19 -0.32 -0.10 -0.292
C 9.563 2.659 3.224 3.72 -2.99 -6.62 -1.492
O 20.839 6.973 4.694 -3.86 1.94 2.94 -0.566
C 15.531 3.218 8.382 -0.43 -0.66 -1.18 0.142
O 12.509 10.287 4.176 -0.67 -0.67 -0.31 -0.565
C 14.393 7.209 3.211 -4.45 0.98 2.95 0.230
C 18.644 5.803 4.813 3.60 -0.75 -2.51 1.271
H 12.840 6.746 8.663 3.13 -1.20 -1.00 0.272
H 9.829 -0.132 0.268 -0.77 1.93 2.28 0.220
H 11.900 7.364 9.902 -0.80 -0.81 -2.68 0.307
H 15.470 2.692 2.304 0.81 1.92 -0.40 0.363
H 12.007 3.930 3.019 -0.39 -1.15 -1.08 0.245
F 12.514 4.716 4.549 -0.87 0.72 -1.49 -0.321
H 14.151 3.142 0.112 -0.16 -0.07 0.02 0.411
H 11.738 -4.710 4.324 -0.41 1.48 2.32 0.396
H 17.806 1.622 9.551 -3.10 -0.85 0.56 0.212
H 19.708 8.668 6.504 1.35 1.38 0.18 0.499
O 11.895 3.324 2.206 -2.86 0.90 1.00 -0.115
O 17.517 8.742 7.590 -1.47 2.12 2.65 -0.510
O 12.381 7.517 4.746 0.20 4.02 -1.15 -0.629
F 13.656 5.261 6.399 0.11 0.47 0.18 -0.321
F 14.156 3.441 5.247 4.42 -3.58 -1.78 0.050
O 15.481 6.853 6.715 6.40 1.07 -0.82 -0.444
O 16.966 2.596 5.629 -0.52 -0.61 -0.30 -0.009
H 11.508 7.824 8.013 1.02 -1.55 1.69 0.221
C 13.321 8.044 3.976 3.70 -4.55 -3.37 0.378
H 7.646 -0.549 3.487 0.01 0.35 -0.07 0.375
O 15.389 3.104 10.773 0.65 -0.36 -1.25 -0.604
C 9.687 0.668 1.149 -2.81 -4.17 2.07 -0.806
H 11.635 -0.140 5.240 -0.12 0.17 0.57 0.599
H 14.330 6.078 3.198 0.01 1.69 0.37 -0.290
C 17.524 1.608 5.135 -1.59 1.74 1.35 0.581
O 19.080 4.957 4.004 0.11 0.83 0.79 -0.823
O 15.445 0.458 5.291 3.50 -5.41 -0.77 -0.298
H 16.707 0.765 10.767 -0.52 0.49 0.43 0.344
H 13.626 4.546 0.722 -2.98 1.94 2.84 0.230
H 12.393 6.625 5.024 0.81 -2.17 -0.03 0.213
C 13.335 9.539 3.680 0.59 1.15 2.01 0.284
```
Forces are in eV/Å.

Values from the calculation:
HOMO energy, hartree: -0.250
Kohn-Sham gap, eV: 5.887
Charge: -1
LUMO level, eV: -0.918



[3]
A molecular structure, C39H38BiN2O5P, computed with the ωB97M-V functional and the def2-TZVPD basis.

```
86
Properties=species:S:1:pos:R:3:forces:R:3:mulliken_charge:R:1
H 5.561 -3.913 2.028 -0.07 0.01 -0.02 0.419
C -2.285 -1.619 3.767 0.32 0.21 0.64 -1.465
H 1.447 4.722 -2.069 -0.02 -0.06 -0.08 0.401
H 2.442 1.661 1.253 0.00 0.00 -0.03 -0.243
H -3.120 -0.255 0.518 -0.01 0.01 -0.02 0.610
C 2.125 -1.096 -3.268 -0.07 0.30 0.20 0.246
O 1.216 -1.201 0.892 -0.02 0.09 -0.33 -0.478
H -1.554 -2.314 -6.944 0.00 0.02 0.03 0.430
H 3.593 0.011 3.666 0.00 -0.07 0.00 0.489
C 0.291 -0.687 3.523 0.43 0.33 0.10 0.076
C -0.739 0.207 3.811 0.01 0.23 0.04 0.907
H 3.253 3.113 1.807 0.01 -0.05 -0.04 0.422
H -1.456 -3.563 3.371 0.14 0.18 0.15 0.767
P -1.094 -0.428 -1.628 -0.07 0.21 -0.14 1.209
O -0.497 4.216 -1.599 0.16 0.03 0.13 -0.388
H 2.461 -1.635 -4.158 0.00 -0.03 -0.01 0.436
C 2.285 -1.928 1.203 -0.09 -0.18 -0.05 0.658
C -1.256 -2.505 3.478 0.42 0.18 0.58 -0.860
C -4.199 2.877 -2.354 -0.04 0.00 -0.01 -0.785
C -1.456 -1.977 -5.920 0.01 0.01 0.00 -0.601
H -0.326 0.669 -4.143 -0.02 -0.04 0.02 0.340
C -1.657 -3.839 0.459 -0.13 0.04 0.03 -1.033
C 2.674 -3.037 0.442 0.04 -0.12 -0.12 -0.476
C -1.907 -2.780 -4.882 0.01 0.02 0.03 -0.737
C -1.924 2.347 -1.712 0.20 0.03 0.06 0.425
H 4.143 1.945 0.820 -0.05 0.04 0.03 0.402
C 2.755 3.205 -0.286 0.06 -0.11 -0.10 0.495
Bi 1.427 0.089 -0.908 0.10 -0.15 0.03 1.630
C -2.240 0.981 -1.749 0.06 -0.03 0.08 0.986
C -0.762 -0.306 -4.340 0.04 0.05 -0.01 -0.891
H 3.283 5.202 0.393 0.03 -0.06 -0.04 0.378
C 2.764 -0.533 3.220 0.28 -0.12 -0.18 -0.794
H -0.822 3.364 4.626 0.06 0.03 0.00 0.275
H -3.299 -1.987 3.881 0.22 0.07 0.24 0.846
C -1.163 -2.884 -0.414 0.04 0.05 0.02 -0.746
H 4.640 4.267 -0.228 -0.03 -0.01 -0.01 0.451
H 4.902 -1.981 3.415 -0.06 0.00 -0.08 0.468
C 3.583 4.489 -0.381 0.04 0.06 0.07 -1.743
C -1.335 2.420 4.481 0.07 -0.12 -0.05 -1.005
O 2.204 0.158 -3.218 -0.22 -0.55 -0.01 -0.629
H -3.782 -0.459 -2.158 0.02 0.00 -0.01 0.530
H 4.088 -4.605 0.146 -0.01 0.06 0.02 0.467
H -4.949 3.620 -2.591 0.02 -0.01 0.00 0.446
C -0.616 2.926 -1.306 -0.18 -0.13 0.04 0.041
H -2.151 -2.985 -2.768 0.00 -0.01 0.04 0.490
C 3.171 2.425 0.960 0.06 -0.07 0.11 -0.939
C -4.514 1.530 -2.381 -0.05 0.00 -0.01 -0.911
C -2.038 -0.261 3.934 -0.14 -0.23 0.01 -0.747
C 3.821 -3.746 0.751 -0.03 0.00 -0.03 -0.684
N 1.605 -0.119 3.614 -0.59 -0.03 0.08 0.214
C -1.716 -1.599 -0.421 0.00 -0.10 0.05 0.651
H -2.364 -3.738 -5.094 0.02 0.05 0.01 0.467
H 1.608 0.722 4.183 -0.09 0.01 0.04 0.311
C 0.044 -2.037 3.362 -0.15 -0.32 0.03 -0.063
H -5.513 1.201 -2.643 0.05 0.01 0.02 0.484
H -2.135 2.548 3.753 -0.04 0.01 -0.04 0.370
H -2.846 0.414 4.177 0.01 -0.03 0.01 0.513
C -3.535 0.594 -2.094 0.01 -0.03 0.02 -0.781
C -2.709 -1.255 0.496 -0.09 -0.17 -0.04 -0.862
C -2.685 -3.510 1.335 -0.28 -0.12 -0.55 -1.103
C -1.199 -1.121 -3.294 0.02 -0.01 0.04 1.242
H -0.357 -3.138 -1.096 -0.07 0.02 0.01 0.713
C 4.284 -2.288 2.576 0.10 -0.05 0.01 -0.695
C -3.195 -2.219 1.369 -0.29 -0.10 -0.76 -0.677
C 3.082 -1.595 2.319 0.18 0.15 0.28 0.877
N 0.347 2.384 -0.638 0.17 0.33 -0.02 -0.025
H 1.006 3.769 0.788 -0.06 0.02 0.03 0.401
C -2.915 3.279 -2.029 -0.03 -0.01 0.01 -0.844
H -0.549 -0.103 -6.459 0.00 -0.02 0.02 0.467
H -2.675 4.331 -2.007 -0.02 -0.02 -0.01 0.552
H -1.246 -4.840 0.452 -0.02 0.02 -0.01 0.484
H 2.059 -3.323 -0.404 0.09 0.03 0.06 0.454
C -1.782 -2.356 -3.565 0.03 -0.01 -0.06 -0.415
O 1.663 -1.769 -2.284 0.23 0.27 -0.12 -0.570
H -1.745 2.076 5.429 0.00 -0.02 0.04 0.418
H -3.089 -4.265 1.997 -0.01 0.01 -0.04 0.500
C 4.651 -3.369 1.813 -0.06 0.03 -0.02 -0.924
H 3.495 4.975 -1.352 -0.01 0.00 0.04 0.446
C -0.887 -0.737 -5.650 -0.02 -0.04 -0.01 -0.770
C 1.263 3.515 -0.245 -0.10 -0.13 -0.04 0.023
H 0.858 -2.730 3.180 -0.10 0.07 0.04 0.559
O -0.351 1.499 3.989 -0.16 0.06 0.04 -0.530
H 0.732 5.599 -0.697 0.02 0.07 -0.01 0.290
H -3.980 -1.962 2.069 -0.03 -0.06 -0.39 0.780
H 2.958 2.616 -1.192 -0.02 0.01 0.02 0.122
C 0.828 4.633 -1.178 -0.25 -0.02 -0.08 -0.663
```
Forces are in eV/Å.

Values from the calculation:
HOMO energy, hartree: -0.486
Kohn-Sham gap, eV: 7.416
Charge: +2
LUMO level, eV: -5.821



Question: Which formula does entry 3 have?
Answer: C39H38BiN2O5P



Question: Among the records above, which one has the highest charge?
Answer: C39H38BiN2O5P



Question: Among the records above, which one has the highest charge?
Answer: C39H38BiN2O5P



Question: Which formula does entry 3 have?
Answer: C39H38BiN2O5P